A molecular structure, C5H10O2, computed with ωB97M-V/def2-TZVPD.

Calculated values
- E (Eh) = -346.74982
- LUMO level (eV) = 0.6
- ΔE to the lowest compared entry with this formula, charge and spin (kJ/mol) = 723.6
- HOMO level (eV) = -6.86

Geometry (Å):
C -1.45 -0.73 -0.79
C -0.46 0.18 0.57
C 0.78 -0.63 1.05
O 0.74 -2.05 0.85
C 1.54 0.22 0.08
C 0.50 1.29 0.04
O 0.16 1.81 -1.26
H -2.21 0.03 -0.98
H -1.77 -1.58 -0.18
H -1.03 -1.07 -1.74
H -1.38 0.35 1.14
H 0.89 -0.53 2.15
H 1.12 -2.15 -0.05
H 2.62 0.40 0.11
H -0.25 -0.34 -0.63
H 0.51 2.15 0.76
H -0.33 2.64 -1.12